1.
C24H12ClF21NO7Pd as an isolated structure, computed with the ωB97M-V functional and the def2-TZVPD basis.

XYZ file:
```
67
Properties=species:S:1:pos:R:3:nbo_charge:R:1
Pd 1.518 0.830 0.480 1.51
C -3.364 -3.821 2.664 -0.64
C -2.694 -2.628 2.052 0.02
C -3.274 -1.919 1.000 -0.22
C -2.607 -0.869 0.427 -0.20
C -1.304 -0.484 0.860 0.23
N -0.576 0.371 0.137 -0.39
C -0.946 0.865 -1.120 0.18
C -1.352 -0.002 -2.136 -0.22
C -1.628 0.470 -3.403 -0.20
C -1.517 1.822 -3.696 -0.03
C -1.802 2.358 -5.072 -0.63
C -1.098 2.682 -2.687 -0.13
C -0.782 2.231 -1.414 -0.08
C -0.329 3.192 -0.310 0.06
O 0.549 2.628 0.578 -0.60
C -1.592 3.621 0.495 0.97
F -1.309 4.537 1.423 -0.31
F -2.557 4.129 -0.296 -0.33
F -2.119 2.559 1.117 -0.32
C 0.382 4.462 -0.876 0.97
F -0.486 5.330 -1.452 -0.34
F 1.000 5.127 0.094 -0.30
F 1.282 4.131 -1.796 -0.30
C -0.804 -1.077 2.070 -0.01
C -1.489 -2.159 2.580 -0.15
C 0.316 -0.453 2.935 0.08
O 0.926 0.652 2.458 -0.70
C -0.423 0.113 4.206 0.98
F 0.415 0.775 5.002 -0.31
F -1.043 -0.815 4.967 -0.34
F -1.374 0.972 3.811 -0.32
C 1.395 -1.536 3.384 0.96
F 1.192 -2.754 2.859 -0.32
F 1.404 -1.714 4.728 -0.34
F 2.612 -1.145 3.043 -0.30
H -4.297 -4.059 2.154 0.21
H -2.711 -4.694 2.614 0.23
H -3.585 -3.642 3.719 0.23
H -4.251 -2.203 0.630 0.21
H -3.061 -0.322 -0.386 0.23
H -1.400 -1.060 -1.925 0.24
H -1.922 -0.228 -4.178 0.21
H -2.231 1.588 -5.712 0.21
H -2.500 3.195 -5.029 0.22
H -0.886 2.718 -5.543 0.23
H -1.009 3.733 -2.918 0.22
H -1.103 -2.657 3.458 0.22
O 4.075 3.308 -0.160 -0.82
Cl 4.133 1.972 -0.657 2.54
O 5.462 1.583 -0.987 -0.81
O 3.231 1.793 -1.763 -0.85
O 3.657 1.045 0.425 -0.90
F 1.544 -4.357 -1.437 -0.32
C 1.049 -3.249 -0.862 0.97
F 0.457 -3.619 0.272 -0.31
F 0.074 -2.786 -1.674 -0.34
C 2.119 -2.135 -0.604 0.02
O 1.625 -1.281 0.308 -0.81
C 3.417 -2.815 -0.052 0.97
F 4.107 -3.463 -1.011 -0.33
F 4.223 -1.918 0.497 -0.29
F 3.109 -3.722 0.889 -0.32
C 2.466 -1.462 -1.973 0.96
F 1.553 -0.526 -2.266 -0.32
F 2.472 -2.341 -2.994 -0.33
F 3.659 -0.875 -1.946 -0.30
```

## Properties
total charge = -1
E_LUMO (spin up / spin down) = 2.29 / -0.33 eV
frontier orbital gap (spin up / spin down) = 8.40 / 6.64 eV
calculated total energy = -4188.29640 Ha
energy relative to the best compared isomer or geometry (same formula, charge and spin) = 0.00 kJ/mol
2S+1 = 5

***

2.
A 2-piece molecular cluster, C3H10N2O overall in a non-equilibrium geometry, computed with the ωB97M-V functional and the def2-TZVPD basis.

XYZ file:
```
16
Properties=species:S:1:pos:R:3:nbo_charge:R:1
C -0.086 0.518 1.239 -0.42
N -0.870 0.979 0.032 -0.59
C -1.048 2.460 0.079 -0.43
H -0.712 0.612 2.117 0.20
H 0.867 1.079 1.443 0.16
H 0.221 -0.475 1.088 0.19
H -0.272 0.955 -0.745 0.34
H -0.179 3.110 -0.126 0.16
H -1.650 2.646 -0.761 0.20
H -1.453 2.901 1.042 0.19
C 0.294 -2.564 -1.138 0.51
N 1.497 -2.292 -0.698 -0.82
O -0.713 -2.819 -0.482 -0.60
H 0.180 -2.346 -2.198 0.10
H 2.352 -2.522 -1.224 0.41
H 1.572 -2.243 0.333 0.40
```

## Properties
E_LUMO = 0.83 eV
frontier orbital gap = 9.97 eV
structure (SMILES) = NC=O.CNC
calculated total energy = -305.01260 Ha
energy relative to the best compared isomer or geometry (same formula, charge and spin) = 162.91 kJ/mol